A molecular structure, C4H6N2, computed with wB97M-V/def2-TZVPD.

Structure (ORCA input):
```
! RIJCOSX wB97M-V def2-TZVPD def2/J DEFGRID3
* xyz 0 1
C 1.3963 -0.2450 0.1992
C -0.0352 0.2818 0.1954
C -1.0450 -0.6502 -0.3212
N -0.9062 -0.1165 1.2508
C -0.1279 1.6496 -0.3634
N -0.1783 2.6997 -0.8465
H 1.7632 -0.3025 -0.8319
H 1.4044 -1.2434 0.6460
H 2.0647 0.4033 0.7693
H -1.7892 -0.1959 -0.9766
H -0.7255 -1.6635 -0.5207
H -1.8212 -0.6173 0.7997
*
```

Atomic partial charges in e from the Löwdin method, atoms 1 to 6: atom 1 (C): -0.0266, atom 2 (C): -0.6152, atom 3 (C): -0.0660, atom 4 (N): 0.0806, atom 5 (C): -0.1477, atom 6 (N): 0.1537

***

10 unconnected molecules or ions with the total composition C5H27N2O9, computed with wB97M-V/def2-TZVPD.

Structure (ORCA input):
```
! RIJCOSX wB97M-V def2-TZVPD def2/J DEFGRID3
* xyz 0 2
C -2.2515 -1.7364 -2.7516
C -1.0531 -0.8811 -2.2795
C -0.9404 -0.7605 -0.8168
C -1.5168 -1.3843 0.2684
N -0.9249 -0.9520 1.4651
C 0.0601 -0.0830 1.0734
N 0.0604 0.1073 -0.2995
H -3.0012 -2.0146 -2.0098
H -2.7000 -1.2631 -3.5949
H -2.1924 -2.7380 -3.1185
H -1.3400 0.2080 -2.4822
H -0.1381 -1.3703 -2.7571
H -2.3952 -2.0424 0.2225
H -0.9710 -1.1932 2.4944
H 0.7441 0.4901 1.6501
H 0.8054 0.4652 -0.9803
H -2.6356 2.3300 -0.9131
H -4.0879 1.8769 -1.0112
O -3.2026 1.7154 -1.3907
H -1.1417 2.1214 2.1808
H -1.7744 3.4262 2.0789
O -1.7277 2.6052 1.6069
H 1.3994 2.4548 -0.9555
H 2.3712 1.9922 0.1195
O 1.9185 1.6951 -0.6896
H 1.9744 -3.6014 2.2075
H 1.9066 -2.9311 0.6720
O 2.1083 -2.8676 1.6397
H 2.1866 2.2003 3.1546
H 1.2560 1.0404 3.2173
O 1.3442 1.9229 2.8448
H 1.0794 -1.1872 4.2912
H 1.5540 -1.4795 2.8338
O 0.9434 -0.9437 3.3858
H -0.6487 3.2417 0.3638
H -0.1657 2.6740 -1.1030
O -0.3838 3.4045 -0.5432
H 1.7902 -1.6994 -0.8358
H 1.2755 -2.9272 -1.2564
O 0.9936 -2.2503 -0.6236
H 3.2264 -0.0606 -3.1589
H 3.3712 0.5351 -1.8920
O 2.8241 -0.1398 -2.3076
*
```

Atomic partial charges in e from the Löwdin method, atoms 1 to 6: atom 1 (C): -0.1055, atom 2 (C): -0.1831, atom 3 (C): -0.3342, atom 4 (C): -0.0781, atom 5 (N): 0.0165, atom 6 (C): -0.2490

***

A molecular structure, H18NO7, computed with wB97M-V/def2-TZVPD.

Structure (ORCA input):
```
! RIJCOSX wB97M-V def2-TZVPD def2/J DEFGRID3
* xyz 1 1
N -6.9332 -1.4717 -11.6913
H -7.4170 -0.8664 -11.0435
H -7.1218 -2.4151 -11.3839
H -5.9335 -1.3330 -11.6545
H -7.3201 -1.2902 -12.6065
O -8.5673 0.4893 -12.0059
H -9.1878 0.4415 -11.2787
H -8.9028 1.1926 -12.5618
O -5.6632 -2.1627 -13.4807
H -5.2586 -1.3208 -13.6896
H -5.0111 -2.8135 -13.7405
O -7.6683 -0.6558 -10.0080
H -7.6631 0.1888 -9.5577
H -7.4955 -1.2966 -9.3183
O -9.6928 -1.4559 -12.6105
H -9.9784 -0.9045 -11.8821
H -8.8448 -1.0939 -12.8675
O -4.8332 -1.2612 -11.2729
H -4.5111 -1.7292 -12.0432
H -4.6621 -0.3389 -11.4635
O -7.2306 -3.3970 -11.1073
H -6.5053 -3.7426 -10.5870
H -7.9906 -3.4555 -10.5283
O -7.4039 -0.8071 -13.5817
H -7.9481 -0.0283 -13.6983
H -6.7157 -0.7199 -14.2412
*
```

Atomic partial charges in e from the Löwdin method, atoms 1 to 6: atom 1 (N): 0.0566, atom 2 (H): -0.1740, atom 3 (H): -0.2434, atom 4 (H): -0.1390, atom 5 (H): -0.1809, atom 6 (O): -0.0567

***

A single C17H20FNO4S molecule, computed with wB97M-V/def2-TZVPD.

Structure (ORCA input):
```
! RIJCOSX wB97M-V def2-TZVPD def2/J DEFGRID3
* xyz 0 1
C 6.4065 -0.5786 -0.9086
C 5.5547 -1.1156 0.0665
C 4.5332 0.0335 0.4669
C 3.4240 -0.6749 1.4633
O 2.7338 -1.9784 0.8582
C 1.3880 -1.7057 0.4870
C 1.3442 -1.0142 -0.7505
H 0.5403 -1.1824 -1.6201
H 2.2926 -1.0863 -1.5674
O 1.4490 0.4799 -0.7775
C 0.1558 1.2530 -0.4228
C -0.0384 2.4802 -0.2113
S -1.5799 2.5188 0.0866
C -1.9411 1.1056 -0.0936
N -0.9234 0.3042 -0.5685
C -3.3655 0.4458 0.0505
C -4.3619 1.1281 0.2397
C -5.7027 0.6922 0.2812
C -5.7771 -0.5056 -0.1049
C -4.7931 -1.3693 -0.1659
C -3.5404 -0.8947 -0.3946
H -2.7553 -1.4172 -0.3452
H -4.9398 -2.3536 -0.4008
C -7.2753 -1.2145 0.1234
O -7.3702 -2.2855 -0.4098
O -8.1522 -0.3954 0.0646
H -9.0643 -1.0878 0.0510
F -6.6518 1.7335 0.4249
H -4.3548 2.3113 0.4813
C 1.1601 3.3795 0.0474
H 0.9638 4.3234 -0.8004
H 1.1167 3.8420 0.8427
H 2.1188 2.9953 -0.2101
H 1.0324 -2.7577 0.2734
H 0.7425 -1.1442 1.1286
H 3.9500 -0.7663 2.4237
H 2.6623 0.1275 1.6091
H 3.8469 0.3492 -0.1140
H 4.8576 0.8297 0.9910
H 4.7585 -1.8560 -0.2126
H 6.0538 -1.5000 1.1048
H 5.6722 -0.2106 -1.6491
H 6.9801 -1.3859 -1.2406
H 6.8494 0.1477 -0.5978
*
```

Atomic partial charges in e from the Löwdin method, atoms 1 to 6: atom 1 (C): -0.1279, atom 2 (C): -0.2619, atom 3 (C): -0.1422, atom 4 (C): -0.0737, atom 5 (O): -0.1542, atom 6 (C): -0.2658

***

Calculated energy above the lowest of the compared OMol25 structures with the same formula, charge and spin (eV), listed in the same order as above: 4.075 0.574 15.158 15.246